Formula: C9H9NO
Source: the Open Molecules 2025 dataset
Level of theory: ωB97M-V/def2-TZVPD

Structure (XYZ):
```
20
Properties=species:S:1:pos:R:3
H -2.943 1.922 -1.875
O -1.430 -0.247 0.009
C 0.356 -1.237 1.452
N -0.593 1.831 -0.322
C 0.438 1.077 0.132
H -0.404 -1.830 2.027
H 2.927 -1.987 -0.654
C 2.145 -1.253 -0.278
H 0.323 -2.577 -0.282
H 3.527 0.379 -0.629
H -3.472 2.173 -0.495
C -2.918 1.334 -0.958
H 2.194 2.193 -0.178
C 0.795 -1.630 0.069
C -1.616 1.028 -0.374
H -3.515 0.438 -0.951
C 2.592 0.043 -0.210
C 1.771 1.258 -0.043
C -0.100 -0.425 0.334
H 1.175 -0.804 1.998
```

Values from the calculation:
HOMO level, eV: -7.62
Energy relative to the best compared isomer or geometry (same formula, charge and spin), eV: 3.385
Total charge: 0
Total energy, eV: -13013.8006

Results of the Mulliken charge analysis, in e, for atoms 1 through 6: 0.2984 -0.4778 -0.8450 -0.6627 0.5223 0.2492

Formula: C6H21N4Sn
Source: the Open Molecules 2025 dataset
Level of theory: ωB97M-V/def2-TZVPD

Structure (XYZ):
```
32
Properties=species:S:1:pos:R:3
C -0.075 0.529 3.614
H -1.444 -1.039 0.300
H -0.810 0.409 4.421
H -1.581 -2.025 2.272
H 1.089 -2.459 -4.937
H 2.263 2.396 0.111
H 1.612 1.271 -1.079
N 1.166 0.745 1.015
C 2.334 0.700 1.901
H -2.108 1.543 -2.505
H 1.311 -1.204 -1.400
H 0.526 2.428 -0.193
H -0.044 -2.005 -3.625
Sn -0.154 -0.367 -1.961
H -2.590 -0.567 2.009
H 0.860 0.115 3.995
C 0.295 -1.765 -4.673
C 1.380 1.744 -0.105
C 0.022 0.058 1.213
H 2.429 1.637 2.475
N -0.496 -0.174 2.407
H -0.563 -1.905 -5.315
H 3.279 0.580 1.341
H 0.025 1.597 3.421
C -1.741 -0.983 2.563
H -2.062 -1.011 3.614
N -2.138 0.554 -2.750
H -2.136 0.441 -3.764
H 0.685 -0.758 -4.718
H 2.253 -0.145 2.575
H -2.955 0.102 -2.342
N -0.634 -0.443 0.118
```

Values from the calculation:
HOMO level (alpha / beta), eV: -9.78 / -9.85
Energy relative to the best compared isomer or geometry (same formula, charge and spin), eV: 1.190
Total charge: +1
Total energy, eV: -18345.3825

Results of the Mulliken charge analysis, in e, for atoms 1 through 6: -0.9966 0.2272 0.3679 0.4024 0.3149 0.3853